No. 1
The following is a DFT calculation (ωB97M-V/def2-TZVPD) of a cluster of 4 separate species, C10H25N3O6 in total at a distorted geometry.

Structure (ORCA input):
```
! RIJCOSX wB97M-V def2-TZVPD def2/J DEFGRID3
* xyz 2 1
C -9.712 0.256 3.558
C -8.190 -0.190 3.320
O -7.902 -1.393 3.156
N -7.194 0.926 3.334
H -7.217 1.413 4.218
H -6.249 0.569 3.351
C -7.096 1.827 2.147
H -10.187 1.064 3.002
H -9.849 0.720 4.535
H -10.310 -0.655 3.537
H -6.339 2.564 2.412
H -8.126 2.103 1.919
H -6.730 1.351 1.237
C 0.132 0.462 -5.519
C 0.111 -0.896 -6.319
O -0.278 -0.969 -7.473
N 0.820 -2.082 -5.646
H 0.651 -2.027 -4.651
H 0.263 -2.842 -6.010
C 2.337 -2.174 -5.887
H -0.563 0.535 -4.683
H -0.212 1.346 -6.056
H 1.132 0.656 -5.134
H 2.795 -1.249 -5.538
H 2.495 -2.067 -6.960
H 2.648 -3.095 -5.393
C 6.761 2.251 1.946
C 6.763 0.908 1.264
O 6.177 0.689 0.216
N 7.578 -0.136 2.012
H 7.802 -0.863 1.347
H 8.527 0.020 2.321
C 6.879 -0.853 3.231
H 6.184 2.270 2.871
H 6.134 2.989 1.445
H 7.724 2.677 2.227
H 5.996 -1.469 3.066
H 6.480 -0.084 3.894
H 7.675 -1.453 3.673
O 1.212 -0.268 1.817
C 0.086 -0.575 1.225
O -1.010 -0.436 1.824
O 0.181 -1.131 0.103
H 1.624 -0.690 1.060
*
```

Energy above the lowest of the compared OMol25 structures with the same formula, charge and spin: 3.5927 eV
E_LUMO: -0.1856 Eh
HOMO: -9.4 eV
Orbital gap: 4.3 eV

No. 2
The following is a DFT calculation (ωB97M-V/def2-TZVPD) of a structure of composition C10H25N7SSm at a distorted geometry.

Structure (ORCA input):
```
! RIJCOSX wB97M-V def2-TZVPD def2/J DEFGRID3
* xyz 3 6
Sm -0.341 -0.032 0.292
N -0.702 -0.991 2.654
C -0.315 -2.399 2.571
C 1.105 -2.554 1.979
N 1.075 -2.228 0.552
C 0.460 -3.392 -0.207
C -0.892 -3.035 -0.737
N -0.937 -1.660 -1.331
C 2.475 -1.981 0.109
C 2.973 -0.555 0.446
N 2.004 0.452 -0.029
H -0.071 -0.577 3.318
H -1.680 -0.882 2.989
H -1.073 -2.907 1.969
H -0.276 -2.874 3.566
H 1.433 -3.562 2.097
H 1.842 -1.882 2.458
H 0.337 -4.196 0.492
H 1.139 -3.649 -1.031
H -1.697 -3.125 0.037
H -1.203 -3.802 -1.449
H -1.818 -1.581 -1.893
H -0.123 -1.478 -1.926
H 2.501 -2.219 -0.980
H 3.188 -2.614 0.655
H 3.942 -0.354 -0.005
H 3.118 -0.412 1.517
H 2.128 0.635 -1.035
H 2.147 1.345 0.466
C -0.151 4.890 -2.835
C -0.501 3.378 -2.797
C -1.188 3.023 -1.510
N -0.905 1.953 -0.817
N -1.722 1.817 0.346
C -2.540 2.862 0.491
N -3.285 2.937 1.636
S -2.448 4.036 -0.864
H 0.625 5.035 -3.594
H 0.231 5.287 -1.907
H -1.021 5.446 -3.191
H 0.407 2.768 -2.965
H -1.160 3.175 -3.632
H -3.137 2.196 2.309
H -3.944 3.706 1.786
*
```

<S²>: 8.761
E_LUMO (spin up / spin down): -0.4300 / -0.3393 Eh
HOMO (spin up / spin down): -18.8 / -18.8 eV
Orbital gap (spin up / spin down): 7.1 / 9.6 eV

No. 3
The following is a DFT calculation (ωB97M-V/def2-TZVPD) of a cluster of 2 separate species, C10H25NP in total at a distorted geometry.

Structure (ORCA input):
```
! RIJCOSX wB97M-V def2-TZVPD def2/J DEFGRID3
* xyz 1 1
C 3.607 -1.144 0.379
C -1.951 1.942 -1.322
C -1.995 0.981 2.021
C -0.496 -2.541 0.600
C 0.017 -1.179 -1.945
C 3.611 0.307 -0.108
C 2.671 1.149 0.691
C -2.518 0.532 -1.239
C -2.581 -0.145 1.179
C 1.620 1.781 0.192
N -1.981 -0.285 -0.150
P -0.474 -0.933 -0.231
H 4.300 -1.739 -0.209
H 2.610 -1.580 0.286
H 3.908 -1.201 1.422
H -0.863 1.915 -1.314
H -2.280 2.410 -2.247
H -2.289 2.560 -0.496
H -2.252 1.956 1.618
H -2.387 0.919 3.032
H -0.908 0.897 2.070
H -0.474 -2.423 1.683
H 0.381 -3.114 0.296
H -1.397 -3.084 0.305
H -0.630 -1.926 -2.405
H 1.043 -1.547 -1.947
H -0.022 -0.251 -2.512
H 4.621 0.706 0.000
H 3.344 0.346 -1.166
H 2.880 1.192 1.752
H 0.518 -0.166 0.368
H -2.330 0.005 -2.177
H -3.601 0.572 -1.104
H -3.653 0.007 1.040
H -2.451 -1.095 1.708
H 1.427 1.784 -0.871
H 0.976 2.391 0.802
*
```

Energy above the lowest of the compared OMol25 structures with the same formula, charge and spin: 0.0000 eV
E_LUMO: -0.0852 Eh
HOMO: -12.8 eV
Orbital gap: 10.5 eV

No. 4
The following is a DFT calculation (ωB97M-V/def2-TZVPD) of a structure of composition C10H25O5Sr at a distorted geometry.

Structure (ORCA input):
```
! RIJCOSX wB97M-V def2-TZVPD def2/J DEFGRID3
* xyz -3 1
Sr 0.053 0.129 -0.132
C 2.286 -3.637 1.946
C 2.269 -2.225 1.267
O 1.345 -2.128 0.235
H 1.552 -3.736 2.750
H 3.181 -3.906 2.517
H 2.152 -4.510 1.305
H 3.326 -2.047 1.040
H 1.996 -1.533 2.072
C 4.248 1.005 1.819
C 2.989 1.706 1.538
O 2.388 1.504 0.280
H 4.287 0.057 1.278
H 4.371 0.773 2.880
H 5.077 1.591 1.419
H 3.291 2.761 1.539
H 2.244 1.440 2.297
C -2.348 2.733 1.399
C -1.270 3.465 0.592
O -0.623 2.568 -0.299
H -2.640 3.455 2.170
H -1.958 1.846 1.899
H -3.263 2.471 0.867
H -0.494 3.682 1.335
H -1.724 4.343 0.121
C -4.471 -1.802 0.124
C -3.410 -1.294 -0.837
O -2.103 -1.397 -0.368
H -5.491 -1.839 -0.270
H -4.513 -1.277 1.079
H -4.296 -2.858 0.344
H -3.847 -0.321 -1.095
H -3.516 -1.912 -1.736
C -0.863 0.310 -4.222
C 0.492 -0.096 -3.634
O 1.038 0.752 -2.681
H -1.582 0.374 -3.405
H -1.102 -0.411 -5.009
H -0.821 1.248 -4.781
H 1.337 -0.144 -4.335
H 0.411 -1.141 -3.310
*
```

Energy above the lowest of the compared OMol25 structures with the same formula, charge and spin: 1.1514 eV
E_LUMO: 0.2756 Eh
HOMO: 2.5 eV
Orbital gap: 5.0 eV

No. 5
The following is a DFT calculation (ωB97M-V/def2-TZVPD) of a cluster of 3 separate species, C10H25O6P2S2 in total.

Structure (ORCA input):
```
! RIJCOSX wB97M-V def2-TZVPD def2/J DEFGRID3
* xyz -1 1
C 2.681 3.296 -1.949
C 2.185 2.783 -0.970
P 1.438 2.067 0.630
C 2.734 0.682 0.771
C 2.099 -0.714 0.892
O 0.161 3.311 0.494
C -0.718 3.282 1.590
C 0.142 2.774 2.743
P -0.727 2.262 4.268
O 0.648 2.047 5.182
O -1.239 3.732 4.823
O 0.762 1.632 2.229
H 3.255 3.834 -2.666
H 2.295 2.987 1.336
H 0.589 1.207 -0.082
H 3.390 0.865 1.627
H 3.350 0.706 -0.131
H 1.134 -0.750 0.381
H 2.760 -1.471 0.454
H 1.962 -0.995 1.938
H -1.508 2.529 1.440
H -1.127 4.283 1.750
H 0.871 3.569 2.994
H 1.329 1.751 4.554
H -0.524 4.251 5.214
C -2.331 -1.164 -3.182
S -1.096 0.091 -2.831
O -0.919 0.099 -1.359
C -2.095 1.527 -3.239
H -1.876 -2.111 -2.901
H -3.223 -0.991 -2.578
H -2.581 -1.168 -4.244
H -2.991 1.530 -2.617
H -2.356 1.498 -4.298
H -1.493 2.409 -3.025
C -1.616 -6.033 -0.432
S -1.334 -4.349 -0.994
O -1.845 -4.284 -2.392
C 0.452 -4.465 -1.098
H -2.691 -6.175 -0.345
H -1.205 -6.733 -1.160
H -1.146 -6.169 0.542
H 0.723 -5.268 -1.785
H 0.860 -4.648 -0.104
H 0.820 -3.510 -1.469
*
```

E_LUMO: 0.0834 Eh
HOMO: -4.3 eV
Orbital gap: 6.6 eV

No. 6
The following is a DFT calculation (ωB97M-V/def2-TZVPD) of a cluster of 2 separate species, C10H26BN4O6P3 in total at a distorted geometry.

Structure (ORCA input):
```
! RIJCOSX wB97M-V def2-TZVPD def2/J DEFGRID3
* xyz 0 1
C -0.962 2.440 -3.739
C -0.367 2.161 -2.350
C -0.902 3.149 -1.317
C -0.757 0.693 -1.986
C 0.125 0.146 -0.920
N -0.223 0.100 0.381
P -1.745 0.640 1.276
O -1.713 2.233 1.492
O -2.942 0.381 0.275
C 0.838 -0.466 1.086
P 0.664 -0.692 2.915
C -0.884 -1.654 3.287
C 1.978 -1.806 3.573
C 1.840 -0.715 0.180
P 3.486 -1.338 0.501
N 4.483 -1.119 -0.661
O 3.343 -2.896 0.766
O 4.024 -0.605 1.829
N 1.343 -0.368 -1.107
B 1.991 -0.525 -2.475
N 2.675 -1.699 -2.809
O 1.891 0.477 -3.426
H -1.242 3.481 -3.851
H -1.883 1.865 -3.825
H -0.277 2.121 -4.520
H 0.711 2.285 -2.355
H -0.696 4.168 -1.630
H -0.337 3.013 -0.398
H -1.968 3.012 -1.155
H -1.791 0.727 -1.663
H -0.670 0.106 -2.894
H -1.155 2.356 2.272
H -3.091 -0.582 0.270
H -1.525 -0.973 3.832
H -0.637 -2.526 3.881
H -1.439 -1.929 2.401
H 1.513 -2.333 4.401
H 2.817 -1.246 3.962
H 2.319 -2.535 2.846
H 5.269 -0.559 -0.359
H 4.082 -3.306 0.293
H 3.424 0.127 2.032
H 2.672 -1.881 -3.801
H 2.403 -2.526 -2.294
H 1.176 0.275 -4.036
C -5.582 -0.361 1.967
O -5.616 -1.701 1.905
H -5.717 0.113 2.983
H -4.612 0.068 1.621
H -6.332 0.204 1.343
*
```

E_LUMO: -0.0263 Eh
HOMO: -4.5 eV
Orbital gap: 3.8 eV

No. 7
The following is a DFT calculation (ωB97M-V/def2-TZVPD) of a structure of composition C10H26CoN2O4 at a distorted geometry.

Structure (ORCA input):
```
! RIJCOSX wB97M-V def2-TZVPD def2/J DEFGRID3
* xyz -1 5
Co -0.031 -0.058 0.731
O 0.904 -0.145 2.594
C 0.317 -1.290 3.185
C -1.199 -1.781 2.779
O -1.605 -1.361 1.474
H 0.315 -1.182 4.270
H 0.936 -2.172 3.021
H -1.973 -1.627 3.531
H -1.239 -2.870 2.807
C -2.285 3.530 -0.136
C -1.994 2.042 -0.302
C -1.413 1.582 -1.670
O -1.041 0.222 -1.384
C -2.027 -0.762 -1.572
N -1.118 1.680 0.862
H -1.416 4.174 -0.272
H -2.882 3.889 0.703
H -2.951 3.725 -0.977
H -2.968 1.569 -0.176
H -0.421 2.003 -1.832
H -2.127 1.833 -2.455
H -2.955 -0.503 -1.063
H -1.708 -1.764 -1.284
H -2.415 -0.792 -2.590
H -0.467 2.433 1.030
H -1.733 1.797 1.655
C 3.552 0.550 -1.440
C 2.169 0.002 -1.121
C 2.206 -1.440 -0.601
O 0.907 -1.754 -0.264
C 0.607 -3.153 -0.415
N 1.608 0.939 -0.123
H 4.052 0.638 -0.475
H 3.542 1.509 -1.958
H 4.150 -0.055 -2.121
H 1.601 -0.029 -2.051
H 2.793 -1.501 0.316
H 2.676 -2.182 -1.247
H 1.479 -3.670 -0.014
H 0.507 -3.446 -1.460
H -0.320 -3.525 0.019
H 1.606 1.871 -0.513
H 2.361 1.073 0.537
*
```

<S²>: 6.007
E_LUMO (spin up / spin down): 0.1102 / 0.1074 Eh
HOMO (spin up / spin down): 0.4 / -3.8 eV
Orbital gap (spin up / spin down): 2.6 / 6.7 eV

No. 8
The following is a DFT calculation (ωB97M-V/def2-TZVPD) of a structure of composition C10H26F2O8S2Zn at a distorted geometry.

Structure (ORCA input):
```
! RIJCOSX wB97M-V def2-TZVPD def2/J DEFGRID3
* xyz -2 1
Zn -29.874 31.603 15.888
C -32.493 33.076 17.831
C -32.936 31.867 16.999
O -31.920 31.247 16.299
H -31.521 32.873 18.272
H -33.163 33.163 18.704
H -32.477 34.020 17.290
H -33.760 32.201 16.324
H -33.385 31.063 17.617
C -32.166 32.249 12.913
C -30.994 31.287 12.828
O -30.009 31.585 13.726
H -33.059 31.940 12.339
H -32.029 33.288 12.581
H -32.473 32.338 13.963
H -30.610 31.325 11.780
H -31.310 30.230 12.923
F -27.945 32.145 15.871
F -29.024 29.647 16.147
O -29.540 34.982 13.623
S -30.117 34.882 14.936
O -30.152 33.722 15.778
O -29.535 36.147 15.800
C -28.289 36.721 15.370
C -27.548 37.088 16.630
C -31.904 35.423 14.781
H -28.411 37.564 14.694
H -27.731 35.931 14.864
H -27.104 36.275 17.198
H -28.229 37.656 17.278
H -26.772 37.856 16.520
H -31.731 36.187 14.025
H -32.078 35.943 15.718
H -32.456 34.522 14.550
O -28.734 31.987 20.596
S -28.698 32.180 19.168
O -29.430 31.411 18.244
O -29.278 33.702 18.989
C -29.312 34.606 20.110
C -29.240 36.031 19.608
C -27.099 32.574 18.522
H -28.410 34.461 20.704
H -30.238 34.334 20.610
H -29.046 36.659 20.485
H -30.143 36.454 19.167
H -28.406 36.157 18.919
H -26.592 33.147 19.306
H -27.195 33.182 17.630
H -26.492 31.688 18.340
*
```

Energy above the lowest of the compared OMol25 structures with the same formula, charge and spin: 1.7696 eV
E_LUMO: 0.1536 Eh
HOMO: -0.2 eV
Orbital gap: 4.3 eV

no.,DFT total energy (eV)
1,-27510.56915
2,-49921.28838
3,-21548.06874
4,-21841.27926
5,-63306.13982
6,-57580.66420
7,-59585.09038
8,-102692.21726